(1)
This record from OMol25 describes 2 unconnected molecules or ions with the total composition C4H10OSi in a non-equilibrium geometry. The level of theory is ωB97M-V with the def2-TZVPD basis set.

## Properties
- Energy above the lowest of the compared OMol25 structures with the same formula, charge and spin: 496.3 kJ/mol
- Lowest unoccupied orbital energy (spin up / spin down): 0.383 / 0.206 eV
- Orbital gap (spin up / spin down): 8.08 / 6.85 eV
- Strongest force on any atom: 3.07 eV/Å
- Total charge: 0

Element x y z (Å)
1 C -2.861 1.169 0.031
2 C -2.328 0.273 -0.756
3 C 1.690 1.731 -0.329
4 C 1.011 -2.419 -0.131
5 O 1.692 0.397 0.015
6 Si 0.630 -0.707 0.465
7 H -3.887 1.711 -0.088
8 H -2.667 1.057 1.047
9 H -2.449 0.204 -1.867
10 H 1.144 1.799 -1.230
11 H 2.686 2.129 -0.463
12 H 1.147 2.240 0.452
13 H 0.198 -3.133 0.100
14 H 1.264 -2.716 -1.195
15 H 1.822 -2.657 0.599
16 H 0.378 -0.197 1.824

---

(2)
This record from OMol25 describes a single C5H8BrN4O2PS molecule. The level of theory is ωB97M-V with the def2-TZVPD basis set.

## Properties
- SMILES: CC[C@@H](Br)c1nnc(P(O)(O)=S)nn1
- Lowest unoccupied orbital energy: -1.249 eV
- Orbital gap: 8.23 eV
- Strongest force on any atom: 0.35 eV/Å
- Total charge: 0

Element x y z (Å)
1 C 2.588 -1.029 0.564
2 C 2.811 0.462 0.791
3 C 2.030 1.357 -0.183
4 Br 2.949 1.490 -1.878
5 C 0.606 0.893 -0.341
6 N -0.085 0.879 0.806
7 N -1.331 0.493 0.764
8 C -1.827 0.162 -0.431
9 P -3.590 -0.356 -0.525
10 O -3.494 -1.954 -0.291
11 O -4.164 0.106 0.887
12 S -4.504 0.258 -2.066
13 N -1.133 0.146 -1.568
14 N 0.122 0.513 -1.520
15 H 3.301 -1.613 1.147
16 H 2.734 -1.288 -0.489
17 H 1.584 -1.345 0.857
18 H 3.869 0.688 0.655
19 H 2.545 0.748 1.811
20 H 1.975 2.368 0.221
21 H -2.717 -2.346 -0.713
22 H -4.271 -0.633 1.502

---

(3)
This record from OMol25 describes 2 unconnected molecules or ions with the total composition C10H16O in a non-equilibrium geometry. The level of theory is ωB97M-V with the def2-TZVPD basis set.

## Properties
- Energy above the lowest of the compared OMol25 structures with the same formula, charge and spin: 300.7 kJ/mol
- SMILES: Cc1ccc(O)cc1.CCC
- Lowest unoccupied orbital energy: 0.715 eV
- Orbital gap: 8.67 eV
- Strongest force on any atom: 5.86 eV/Å
- Total charge: 0

Element x y z (Å)
1 C -0.124 -1.089 3.763
2 C 0.253 0.034 2.803
3 C 0.154 1.446 3.034
4 C 0.529 2.289 2.030
5 C 0.754 1.813 0.693
6 O 0.909 2.666 -0.271
7 C 0.819 0.443 0.467
8 C 0.713 -0.380 1.585
9 H 0.787 -1.428 4.330
10 H -0.294 -2.121 3.242
11 H -0.846 -0.592 4.232
12 H -0.155 1.912 3.987
13 H 0.740 3.316 2.351
14 H 0.849 2.370 -1.261
15 H 1.115 -0.057 -0.478
16 H 0.845 -1.394 1.337
17 C 0.518 -1.427 -2.857
18 C -0.985 -1.337 -3.045
19 C -1.459 0.117 -2.894
20 H 1.004 -0.619 -2.267
21 H 0.472 -2.298 -2.186
22 H 0.986 -1.511 -3.883
23 H -1.380 -1.681 -4.018
24 H -1.397 -2.074 -2.364
25 H -2.549 0.161 -2.945
26 H -1.284 0.547 -1.893
27 H -0.972 0.895 -3.492

---

(4)
This record from OMol25 describes a gas-phase ion, C5H7N2 (charge +1) in a non-equilibrium geometry. The level of theory is ωB97M-V with the def2-TZVPD basis set.

## Properties
- Energy above the lowest of the compared OMol25 structures with the same formula, charge and spin: 220.4 kJ/mol
- SMILES: N[n+]1ccccc1
- Lowest unoccupied orbital energy: -4.972 eV
- Orbital gap: 9.99 eV
- Strongest force on any atom: 3.14 eV/Å
- Total charge: +1

Element x y z (Å)
1 N 2.205 -0.748 -0.058
2 N 0.854 -0.319 -0.043
3 C 0.592 1.037 -0.034
4 C -0.790 1.458 0.026
5 C -1.866 0.462 0.083
6 C -1.518 -0.956 0.034
7 C -0.097 -1.302 -0.026
8 H 2.686 -0.375 -0.882
9 H 2.617 -0.268 0.756
10 H 1.428 1.767 -0.073
11 H -1.047 2.546 0.034
12 H -2.921 0.806 0.159
13 H -2.324 -1.729 0.079
14 H 0.182 -2.378 -0.055

---

(5)
This record from OMol25 describes 10 unconnected molecules or ions with the total composition C46H77F21O23 in a non-equilibrium geometry. The level of theory is ωB97M-V with the def2-TZVPD basis set.

## Properties
- Lowest unoccupied orbital energy (spin up / spin down): -2.511 / -9.191 eV
- 2S+1: 2
- Orbital gap (spin up / spin down): 7.81 / 1.13 eV
- Strongest force on any atom: 5.87 eV/Å
- Total charge: +1

Element x y z (Å)
1 C -3.645 2.746 2.719
2 O -3.442 4.097 2.204
3 C -2.807 5.093 3.173
4 C -3.775 6.057 3.839
5 O -3.744 7.360 3.202
6 C -4.793 8.258 3.458
7 C -4.362 9.147 4.555
8 O -4.550 8.445 5.818
9 C -4.235 9.227 6.988
10 H -4.508 2.997 3.334
11 H -2.833 2.307 3.299
12 H -3.846 2.002 1.948
13 H -1.999 5.578 2.624
14 H -2.266 4.541 3.942
15 H -3.414 6.070 4.868
16 H -4.822 5.770 3.736
17 H -5.733 7.836 3.813
18 H -5.012 8.948 2.643
19 H -4.850 10.121 4.603
20 H -3.331 9.422 4.332
21 H -5.137 9.741 7.321
22 H -3.376 9.894 6.907
23 H -4.075 8.707 7.933
24 C 5.675 2.967 8.063
25 O 6.172 4.114 7.367
26 C 7.464 3.823 6.701
27 C 7.709 4.881 5.588
28 O 7.206 4.475 4.306
29 C 5.800 4.470 4.352
30 C 5.259 3.820 3.080
31 O 3.867 3.445 3.339
32 C 3.122 2.780 2.392
33 H 4.946 3.195 8.841
34 H 6.463 2.360 8.511
35 H 5.188 2.299 7.353
36 H 7.528 2.849 6.217
37 H 8.218 3.917 7.483
38 H 8.756 5.105 5.380
39 H 7.209 5.790 5.923
40 H 5.377 5.471 4.431
41 H 5.416 3.998 5.257
42 H 5.825 2.936 2.790
43 H 5.351 4.449 2.195
44 H 2.265 2.398 2.946
45 H 3.814 2.020 2.029
46 H 2.908 3.505 1.607
47 C -3.558 -3.196 -0.727
48 O -4.143 -4.220 0.113
49 C -4.939 -5.274 -0.519
50 C -5.811 -6.214 0.354
51 O -5.024 -7.026 1.230
52 C -4.243 -6.439 2.222
53 C -3.351 -7.395 2.876
54 O -3.888 -8.484 3.554
55 C -4.196 -9.577 2.767
56 H -2.768 -3.425 -1.442
57 H -2.984 -2.473 -0.147
58 H -4.272 -2.680 -1.368
59 H -4.188 -5.950 -0.929
60 H -5.483 -4.838 -1.357
61 H -6.340 -6.867 -0.339
62 H -6.472 -5.556 0.918
63 H -4.942 -6.066 2.970
64 H -3.667 -5.598 1.836
65 H -3.016 -6.612 3.556
66 H -2.558 -7.802 2.249
67 H -5.222 -9.840 3.025
68 H -3.528 -10.410 2.985
69 H -4.048 -9.407 1.701
70 C -0.597 -4.089 5.112
71 C -0.200 -4.166 3.634
72 O 0.989 -3.426 3.367
73 C 1.038 -2.093 3.266
74 O 0.069 -1.347 3.548
75 C 2.449 -1.438 2.945
76 F 2.853 -0.552 3.907
77 F 3.395 -2.387 2.933
78 F 2.347 -0.780 1.829
79 H -1.623 -4.394 5.318
80 H -0.584 -3.056 5.459
81 H 0.070 -4.752 5.663
82 H -0.964 -3.869 2.916
83 H -0.012 -5.201 3.351
84 C 5.803 1.177 -5.131
85 C 4.594 0.196 -5.307
86 O 4.545 -0.103 -6.698
87 C 3.742 -1.041 -7.136
88 O 3.004 -1.761 -6.435
89 C 3.783 -1.193 -8.673
90 F 4.877 -0.688 -9.206
91 F 3.664 -2.474 -8.872
92 F 2.648 -0.579 -9.175
93 H 5.741 1.430 -4.073
94 H 5.799 2.134 -5.653
95 H 6.699 0.612 -5.386
96 H 3.647 0.635 -4.995
97 H 4.646 -0.776 -4.817
98 C -3.952 0.022 -3.928
99 C -4.333 1.290 -3.122
100 O -5.451 1.115 -2.214
101 C -5.272 0.587 -0.909
102 O -4.160 0.396 -0.361
103 C -6.653 0.281 -0.328
104 F -7.713 0.486 -1.217
105 F -6.613 -0.967 -0.001
106 F -6.847 1.036 0.839
107 H -3.336 -0.659 -3.341
108 H -3.332 0.253 -4.795
109 H -4.825 -0.564 -4.216
110 H -4.631 2.038 -3.857
111 H -3.451 1.714 -2.643
112 C -0.476 1.121 0.754
113 C -0.179 -0.146 0.009
114 O 0.182 0.246 -1.312
115 C -0.119 -0.466 -2.456
116 O -0.911 -1.412 -2.554
117 C 0.404 0.176 -3.673
118 F -0.582 0.705 -4.418
119 F 1.218 1.197 -3.433
120 F 0.966 -0.812 -4.355
121 H 0.469 1.654 0.863
122 H -0.819 0.876 1.759
123 H -1.261 1.719 0.291
124 H -1.156 -0.626 -0.034
125 H 0.496 -0.827 0.527
126 C 4.264 1.224 -1.192
127 C 3.403 2.502 -1.107
128 O 3.040 2.930 -2.409
129 C 3.730 3.837 -3.217
130 O 4.933 4.093 -3.093
131 C 2.893 4.406 -4.302
132 F 3.621 4.550 -5.416
133 F 1.773 3.591 -4.482
134 F 2.498 5.722 -4.016
135 H 4.660 1.212 -0.176
136 H 5.006 1.254 -1.989
137 H 3.518 0.441 -1.326
138 H 4.003 3.347 -0.769
139 H 2.463 2.254 -0.614
140 C -0.471 -2.303 -7.098
141 C -1.128 -2.912 -5.846
142 O -2.527 -3.051 -6.119
143 C -3.313 -3.737 -5.292
144 O -2.848 -4.126 -4.210
145 C -4.797 -3.867 -5.702
146 F -4.911 -3.495 -6.986
147 F -5.144 -5.124 -5.483
148 F -5.465 -3.159 -4.758
149 H 0.554 -2.640 -6.940
150 H -0.579 -1.224 -7.210
151 H -0.807 -2.976 -7.887
152 H -1.087 -2.126 -5.092
153 H -0.642 -3.830 -5.517
154 C 4.255 -4.502 -3.967
155 C 2.871 -3.704 -3.897
156 O 2.140 -4.120 -2.713
157 C 2.580 -3.715 -1.451
158 O 3.437 -2.864 -1.298
159 C 1.838 -4.317 -0.336
160 F 0.782 -3.614 -0.061
161 F 1.442 -5.579 -0.570
162 F 2.658 -4.434 0.667
163 H 4.625 -4.574 -2.945
164 H 4.913 -3.871 -4.565
165 H 4.074 -5.385 -4.580
166 H 2.284 -4.016 -4.761
167 H 3.032 -2.632 -3.785

---

(6)
This record from OMol25 describes a molecular structure, C10H26BF6HgN3O6S2 in a non-equilibrium geometry. The level of theory is ωB97M-V with the def2-TZVPD basis set.

## Properties
- Energy above the lowest of the compared OMol25 structures with the same formula, charge and spin: 0.0 kJ/mol
- Lowest unoccupied orbital energy: -0.137 eV
- Orbital gap: 9.44 eV
- Strongest force on any atom: 1.95 eV/Å
- Total charge: 0

Element x y z (Å)
1 Hg 0.101 0.661 -0.171
2 C -2.101 -2.500 -2.638
3 F -1.936 -1.492 -3.492
4 F -3.337 -2.454 -2.119
5 F -1.937 -3.663 -3.269
6 S -0.878 -2.411 -1.209
7 O -1.648 -2.037 -0.062
8 O -0.209 -3.655 -1.148
9 N 0.095 -1.131 -1.613
10 S 1.305 -1.735 -2.532
11 O 2.440 -2.072 -1.732
12 O 0.887 -2.652 -3.544
13 C 1.876 -0.228 -3.422
14 F 2.137 0.762 -2.562
15 F 3.015 -0.553 -4.040
16 F 0.991 0.183 -4.321
17 B -0.178 2.935 -1.360
18 H -0.021 1.821 -1.884
19 H 0.844 3.550 -1.558
20 H -1.120 3.461 -1.905
21 H -0.459 2.906 -0.167
22 C -2.886 0.956 3.392
23 C -2.167 0.529 2.115
24 C -3.022 0.883 0.917
25 O -2.336 0.604 -0.292
26 C -3.070 1.008 -1.425
27 N -0.858 1.237 1.976
28 H -2.931 2.046 3.468
29 H -2.327 0.613 4.264
30 H -3.904 0.567 3.416
31 H -1.898 -0.523 2.189
32 H -3.308 1.941 0.956
33 H -3.935 0.275 0.926
34 H -3.867 0.300 -1.671
35 H -2.389 1.043 -2.277
36 H -3.457 2.023 -1.307
37 H -0.948 2.250 2.053
38 H -0.314 1.025 2.813
39 C 4.498 0.525 0.939
40 C 3.047 0.180 0.669
41 C 2.496 -0.809 1.678
42 O 1.193 -1.196 1.288
43 C 0.718 -2.261 2.082
44 N 2.187 1.415 0.666
45 H 4.552 1.081 1.878
46 H 4.922 1.091 0.114
47 H 5.070 -0.395 1.067
48 H 2.911 -0.306 -0.298
49 H 2.479 -0.380 2.695
50 H 3.145 -1.691 1.696
51 H 0.650 -1.947 3.136
52 H 1.372 -3.133 2.012
53 H -0.285 -2.537 1.770
54 H 2.709 2.159 0.212
55 H 2.087 1.727 1.630